Entry 1:
A molecular structure, C27H39BF2IrN4Si at a distorted geometry, computed with wB97M-V/def2-TZVPD.

The geometry in XYZ format:
```
75
Properties=species:S:1:pos:R:3:mulliken_charge:R:1
Ir -0.84673 -0.03890 -1.75505 -0.2359
C -0.69718 -1.10658 5.35489 -1.5458
C -0.02775 0.11586 4.70957 2.0650
C 1.45679 0.11431 5.06892 -2.1376
C -0.67189 1.39839 5.25302 -1.5848
C -0.24808 0.05396 3.20133 0.5519
C -1.53143 0.04255 2.67265 -0.8227
C -1.72063 -0.01906 1.30515 -0.8683
N -0.69514 -0.07364 0.45285 -0.3201
C 0.54183 -0.06311 0.93479 -0.4842
C 0.80645 0.00399 2.28387 -0.0504
C 1.63778 -0.10969 -0.11881 0.2316
C 2.95996 -0.24369 0.19708 -0.3787
C 3.94634 -0.18978 -0.80335 0.4184
C 3.50538 0.00096 -2.09682 -0.6121
C 2.14679 0.08888 -2.36246 -0.7223
N 1.22740 0.02367 -1.39412 -0.1774
C 5.41949 -0.29214 -0.42975 2.0010
C 5.64806 -1.54156 0.43099 -1.6012
C 5.78969 0.96364 0.37598 -1.5152
C 6.31505 -0.37347 -1.66539 -2.0918
H -0.54458 -1.07661 6.43496 0.4505
H -0.27065 -2.03858 4.97813 0.3732
H -1.77240 -1.12695 5.17040 0.3303
H 1.56317 0.14270 6.15374 0.4217
H 1.97567 0.98791 4.66703 0.4252
H 1.96295 -0.78738 4.71590 0.4351
H -0.52677 1.44943 6.33329 0.4538
H -1.74511 1.42961 5.06009 0.3358
H -0.22082 2.28749 4.80792 0.3799
H -2.40048 0.08995 3.31541 0.5027
H -2.71114 -0.02486 0.86732 0.4304
H 1.82662 0.02839 2.63163 0.5280
H 3.24773 -0.38969 1.22779 0.3666
H 4.19373 0.05997 -2.92577 0.5100
H 1.77006 0.19989 -3.36616 0.6159
H 5.08671 -1.51152 1.36638 0.3330
H 6.70567 -1.61359 0.68913 0.4620
H 5.36867 -2.45009 -0.10622 0.3728
H 5.20459 1.04027 1.29489 0.3389
H 5.62657 1.87133 -0.20792 0.3792
H 6.84474 0.92206 0.65194 0.4349
H 6.06396 -1.23004 -2.29482 0.4491
H 7.35220 -0.48908 -1.34949 0.4259
H 6.26101 0.53233 -2.27222 0.4115
C -2.16544 -3.68387 -0.71102 -1.4223
C -3.14694 -2.58226 -0.98908 0.4132
C -4.51854 -2.74325 -0.86420 -0.7810
C -5.36017 -1.66770 -1.13774 -0.5880
C -4.84497 -0.45160 -1.55276 -0.8319
C -3.46418 -0.37154 -1.68731 0.9609
N -2.65742 -1.40613 -1.38099 0.1727
N -2.65772 0.65569 -2.08859 0.4559
Si -3.11298 2.17787 -2.90578 -0.2587
C -1.52281 2.93703 -3.43729 -1.0514
C -4.16598 1.73908 -4.34484 -0.9799
C -3.97650 3.26268 -1.69974 -1.0181
H -2.20987 -4.43601 -1.50009 0.3342
H -2.39064 -4.18225 0.23186 0.4118
H -1.15312 -3.28506 -0.67664 0.1682
H -4.91752 -3.70044 -0.55927 0.5088
H -6.43112 -1.78204 -1.02570 0.4448
H -5.48127 0.39744 -1.76002 0.4260
H -1.04918 2.34530 -4.22466 0.2920
H -0.82736 3.01315 -2.59583 0.2964
H -1.68444 3.94597 -3.82608 0.4075
H -3.72597 0.89421 -4.88160 0.3087
H -4.23443 2.58288 -5.03702 0.4157
H -5.18241 1.46448 -4.05508 0.3172
H -3.32551 3.46545 -0.84482 0.2914
H -4.90389 2.82146 -1.32691 0.3353
H -4.23035 4.22096 -2.16311 0.3585
F 0.14999 -0.46233 -4.58423 -0.2627
B -0.82499 -0.72966 -3.69179 0.7444
F -1.80856 -1.49705 -4.13838 -0.1551
```

Its energy relative to the best compared isomer or geometry (same formula, charge and spin) is 2.032 eV. The value obtained for the HOMO energy (alpha / beta) is -10.2 / -10.2 eV. Its total energy is -1889.68615 Ha. For the lowest unoccupied orbital energy (alpha / beta), the calculation gives -4.10 / -4.04 eV. As for the HOMO-LUMO gap (alpha / beta): 6.114 / 6.127 eV. As for the charge: +1.


Entry 2:
A molecular structure, C27H39BN11S3Zr at a distorted geometry, computed with wB97M-V/def2-TZVPD.

The geometry in XYZ format:
```
82
Properties=species:S:1:pos:R:3:mulliken_charge:R:1
Zr 0.20577 0.93290 -0.52758 1.0058
C -1.86963 -4.01336 -2.73106 -1.5333
C -0.63868 -3.33583 -3.33647 1.0049
C 0.10260 -4.30451 -4.25231 -2.1386
C -1.03419 -2.11617 -4.17008 -1.3499
N 0.26785 -2.96095 -2.18472 0.5536
C 1.43212 -3.63920 -1.90671 -0.3987
C 1.85768 -3.25577 -0.68368 -1.2142
N 0.95166 -2.35559 -0.18179 0.0751
B 1.07451 -1.91703 1.31033 1.3778
N 2.07801 -0.73348 1.49089 -0.0943
C 2.51932 -0.42068 2.74329 -1.5113
C 3.36147 0.63650 2.64531 0.1788
N 3.44632 0.99175 1.32734 0.5351
C 2.65991 0.13251 0.62005 0.1119
S 2.46308 0.07508 -1.11842 -0.1990
C 4.18919 2.21739 0.84218 1.1325
C 4.88927 2.84669 2.04186 -2.1491
C 3.16161 3.22700 0.30412 -1.5188
C 5.25681 1.83020 -0.18329 -1.5339
N -0.31555 -1.57035 1.91948 0.2762
C -1.11788 -2.61045 2.33041 -1.3341
C -2.19488 -2.08575 2.94351 -0.3032
N -2.07008 -0.71182 2.92844 0.4856
C -0.92265 -0.41509 2.28584 0.5373
S -0.25281 1.16226 1.93216 -0.4560
C -3.16470 0.12341 3.55781 1.0169
C -3.32390 -0.34476 5.00436 -1.5504
C -2.86410 1.61581 3.55972 -2.0433
C -4.43672 -0.13343 2.74442 -1.4503
C -0.00412 -2.17100 -1.12113 0.3928
S -1.30271 -1.00976 -0.94840 -0.1946
H -2.49837 -4.41067 -3.52644 0.4999
H -2.46758 -3.31008 -2.14854 0.3396
H -1.57509 -4.84414 -2.08828 0.3865
H -0.51568 -4.48195 -5.13047 0.4355
H 0.27911 -5.27305 -3.78465 0.5214
H 1.05018 -3.89045 -4.60177 0.4936
H -1.77072 -2.43688 -4.90542 0.5842
H -0.17059 -1.72854 -4.71350 0.2731
H -1.48474 -1.32442 -3.57971 0.2935
H 1.87722 -4.34656 -2.58137 0.6379
H 2.72075 -3.57528 -0.12455 0.7052
H 1.49965 -2.84406 1.92336 -0.0884
H 2.20634 -0.97365 3.61302 0.6570
H 3.90369 1.14588 3.42114 0.6121
H 4.18796 3.18353 2.80663 0.5121
H 5.44525 3.71654 1.69817 0.4521
H 5.61071 2.15854 2.48408 0.5367
H 2.40665 3.43950 1.06794 0.3598
H 2.68695 2.89176 -0.61931 0.2435
H 3.67256 4.16186 0.07566 0.5481
H 5.92877 1.08424 0.24322 0.4257
H 5.85090 2.70874 -0.43043 0.4692
H 4.84378 1.43718 -1.10542 0.3157
H -0.85158 -3.64038 2.16320 0.6956
H -3.03201 -2.59143 3.38862 0.5935
H -2.40604 -0.18433 5.57160 0.3835
H -3.59878 -1.39568 5.07891 0.4233
H -4.11770 0.23321 5.47493 0.4593
H -1.92654 1.84822 4.06196 0.4690
H -3.66168 2.10833 4.11384 0.5974
H -2.85979 2.02530 2.55029 0.3352
H -4.78747 -1.16053 2.83934 0.3938
H -4.26674 0.08058 1.68686 0.3003
H -5.23156 0.52007 3.10138 0.4601
N -0.12504 1.54953 -4.89263 0.2475
C 0.59363 0.96565 -3.93891 -0.5974
N 0.09963 1.32775 -2.76462 0.1158
C -0.94869 2.16284 -3.09208 0.4006
N -1.09701 2.30760 -4.37777 -0.6352
C -1.68117 2.87366 -2.05505 0.0045
C -2.77622 3.68916 -2.32542 -0.4870
N -3.33072 4.42050 -1.37308 -0.4335
C -2.80580 4.36920 -0.15759 -0.5933
C -1.74293 3.52483 0.14369 -0.4101
N -1.18251 2.75709 -0.80250 -0.1351
H -0.02027 1.49032 -5.89769 0.2415
H 1.44784 0.32735 -4.09867 0.5455
H -3.19102 3.74998 -3.32451 0.4921
H -3.24610 5.00414 0.60115 0.4211
H -1.34604 3.46251 1.14548 0.7868
```

Its energy relative to the best compared isomer or geometry (same formula, charge and spin) is 0.000 eV. The value obtained for the HOMO energy is -16.8 eV. Its total energy is -2920.42040 Ha. For the lowest unoccupied orbital energy, the calculation gives -9.74 eV. As for the HOMO-LUMO gap: 7.022 eV. As for the charge: +3.


Entry 3:
2 unconnected molecules or ions with the total composition C27H39Br2Si at a distorted geometry, computed with wB97M-V/def2-TZVPD.

The geometry in XYZ format:
```
69
Properties=species:S:1:pos:R:3:mulliken_charge:R:1
C 3.54411 0.56194 -3.19581 -1.3558
C 2.79858 -0.62573 -2.61843 -0.5082
C 1.48977 -0.21661 -1.94425 -0.4709
C 0.76867 -1.46525 -1.40555 -0.6172
Si -0.92402 -1.11594 -0.69736 -0.1555
C -1.99668 -0.12561 -1.86016 -0.5486
C -3.35942 0.25962 -1.25432 -0.7037
C -4.24014 0.92945 -2.30924 -0.4808
C -5.59967 1.31562 -1.75719 -1.3292
C -1.74669 -2.62122 0.03046 -0.4669
C -2.07345 -3.62017 -1.10802 -0.6219
C -1.31482 -4.93932 -0.96225 -0.4762
C -1.59386 -5.89821 -2.10799 -1.3364
H -0.32137 0.69644 1.13596 -0.6595
H 4.47478 0.23930 -3.66669 0.3917
H 2.93967 1.07078 -3.95313 0.3402
H 3.79103 1.28826 -2.41515 0.3221
H 2.57038 -1.34879 -3.41120 0.3552
H 3.42700 -1.15128 -1.88915 0.3617
H 1.70061 0.49871 -1.14250 0.1350
H 0.85887 0.30414 -2.66938 0.3675
H 0.61241 -2.19732 -2.21951 0.5553
H 1.40391 -1.95045 -0.64001 0.5184
H -1.46926 0.79420 -2.18052 0.5711
H -2.13685 -0.75286 -2.76064 0.5958
H -3.87133 -0.62800 -0.87219 0.3529
H -3.23889 0.93538 -0.40092 0.2865
H -3.72217 1.81406 -2.69946 0.3467
H -4.35770 0.23954 -3.15407 0.3411
H -6.20829 1.78894 -2.53067 0.3865
H -6.13673 0.43328 -1.39341 0.3338
H -5.50054 2.01823 -0.92306 0.3195
H -1.09469 -3.06702 0.80681 0.5794
H -2.68007 -2.30976 0.53134 0.4398
H -3.15099 -3.82122 -1.14447 0.4951
H -1.81935 -3.19580 -2.08725 0.2368
H -0.23510 -4.74724 -0.89861 0.2802
H -1.60072 -5.39699 -0.00958 0.3805
H -1.05979 -6.84008 -1.95051 0.3763
H -2.66523 -6.11884 -2.17651 0.3311
H -1.27201 -5.48267 -3.07090 0.3322
Br 7.92823 0.53944 4.47168 -0.1577
C 6.12212 0.45784 3.92256 -0.0083
C 5.38664 -0.73405 4.09457 -0.4896
C 4.04715 -0.77896 3.72954 -0.5128
C 3.39404 0.35922 3.18919 0.9174
C 1.98377 0.28418 2.86701 -0.5824
C 1.34242 1.25133 2.17753 0.0381
C -0.14614 1.27607 2.02309 -0.3340
C -0.77707 2.61364 1.69052 0.8418
C -1.94551 3.00567 2.36164 -0.4797
C -2.54243 4.21413 2.01535 -0.5421
C -1.98690 5.00622 0.99388 -0.0993
Br -2.85624 6.59320 0.45527 -0.1528
C -0.78853 4.62090 0.37171 -0.6394
C -0.19083 3.40946 0.71589 -0.2897
C 4.15423 1.53635 2.98657 -0.5121
C 5.50107 1.58965 3.35682 -0.5221
H 5.87384 -1.60923 4.52557 0.4003
H 3.46594 -1.69390 3.86522 0.3269
H 1.44633 -0.60997 3.21516 0.3262
H 1.84343 2.09528 1.71139 0.0726
H -0.62008 0.84495 2.90461 0.5184
H -2.34734 2.36935 3.15231 0.3738
H -3.44815 4.52320 2.51841 0.4545
H -0.33818 5.24765 -0.38653 0.4584
H 0.75602 3.10264 0.25461 0.2458
H 3.67180 2.42700 2.56666 0.3435
H 6.08042 2.50722 3.22521 0.4028
```

The value obtained for the HOMO energy is -10.5 eV. Its total energy is -6489.46324 Ha. For the lowest unoccupied orbital energy, the calculation gives -5.39 eV. As for the HOMO-LUMO gap: 5.123 eV. As for the charge: +1.